One molecule with the formula C2H4N4O. Source: the OMol25 dataset; level of theory: ωB97M-V with the def2-TZVPD basis set.

Results
E_LUMO (spin up / spin down): 0.431 / 0.431 eV
energy relative to the best compared isomer or geometry (same formula, charge and spin): 131.73 kcal/mol
HOMO energy (spin up / spin down): -7.7 / -7.7 eV

Each atom is followed by the atoms it is bonded to, with distances in Å.
Atoms and positions in Å:
1 C -0.539 -0.613 -0.182  C2 1.402, N6 1.375
2 C -0.728 0.765 -0.007  C1 1.402, N4 1.378, O7 1.198
3 N 1.478 -0.629 -0.062  N5 1.264
4 N 0.505 1.379 -0.005  C2 1.378, N5 1.341, H8 1.079
5 N 1.614 0.627 -0.064  N3 1.264, N4 1.341, H9 1.104
6 N -1.296 -1.757 -0.074  C1 1.375, H10 1.065, H11 0.992
7 O -1.732 1.418 0.030  C2 1.198
8 H 0.372 2.449 0.050  N4 1.079
9 H 2.639 1.026 0.026  N5 1.104
10 H -1.342 -2.151 0.915  N6 1.065
11 H -0.971 -2.514 -0.626  N6 0.992

Results of the Mulliken charge analysis, in e, for atoms 1 through 5: 0.052 0.305 -0.547 -0.086 0.170

---

One molecule with the formula C2H4N4O. Source: the OMol25 dataset; level of theory: ωB97M-V with the def2-TZVPD basis set.

Results
E_LUMO: 0.543 eV
energy relative to the best compared isomer or geometry (same formula, charge and spin): 120.36 kcal/mol
HOMO energy: -9.2 eV
structure (SMILES): CNc1nnon1

Each atom is followed by the atoms it is bonded to, with distances in Å.
Atoms and positions in Å:
1 C -0.951 1.395 -0.633  N2 1.525, H8 1.201, H9 1.131, H10 1.195
2 N -0.839 0.179 0.281  C1 1.525, C3 1.523, H11 1.156
3 C 0.376 -0.739 0.261  N2 1.523, N4 1.423, N7 1.310
4 N 1.465 -0.580 -0.641  C3 1.423, N5 1.258
5 N 2.303 -1.362 -0.123  N4 1.258, O6 1.307
6 O 1.828 -1.978 0.928  N5 1.307, N7 1.392
7 N 0.530 -1.587 1.247  C3 1.310, O6 1.392
8 H -0.883 0.874 -1.712  C1 1.201
9 H -0.085 2.075 -0.376  C1 1.131
10 H -1.988 1.779 -0.178  C1 1.195
11 H -1.755 -0.057 0.946  N2 1.156

Results of the Mulliken charge analysis, in e, for atoms 1 through 5: -0.613 -0.280 0.460 -0.188 -0.062

---

One molecule with the formula C2H4N4O. Source: the OMol25 dataset; level of theory: ωB97M-V with the def2-TZVPD basis set.

Results
E_LUMO: 0.747 eV
energy relative to the best compared isomer or geometry (same formula, charge and spin): 3.47 kcal/mol
HOMO energy: -8.5 eV
structure (SMILES): Nc1n[nH]c(O)n1

Each atom is followed by the atoms it is bonded to, with distances in Å.
Atoms and positions in Å:
1 N -0.270 0.998 1.965  C2 1.381, H8 1.011, H9 1.010
2 C -0.063 0.510 0.690  N1 1.381, N3 1.316, N7 1.370
3 N 0.362 1.270 -0.298  C2 1.316, N4 1.373
4 N 0.484 0.352 -1.312  N3 1.373, C5 1.334, H10 1.006
5 C 0.119 -0.852 -0.868  N4 1.334, O6 1.336, N7 1.313
6 O 0.154 -1.917 -1.675  C5 1.336, H11 0.967
7 N -0.241 -0.815 0.394  C2 1.370, C5 1.313
8 H -0.355 2.005 1.990  N1 1.011
9 H -1.016 0.529 2.459  N1 1.010
10 H 0.819 0.618 -2.222  N4 1.006
11 H 0.006 -2.697 -1.123  O6 0.967

Results of the Mulliken charge analysis, in e, for atoms 1 through 5: -0.464 0.442 -0.750 0.221 0.552